Record 1
{
  "formula": "C35H30CoF5N5O2S",
  "method": "ωB97M-V with the def2-TZVPD basis set",
  "spin_multiplicity": 4,
  "e_homo_ev": [-6.4, -7.1],
  "s2": 3.854,
  "energy_ev": -110374.9787,
  "e_lumo_ev": [0.220, -1.579],
  "species": ["H", "H", "Co", "O", "H", "H", "H", "H", "H", "F", "C", "C", "H", "C", "N", "C", "H", "C", "C", "C", "F", "C", "C", "N", "H", "C", "H", "N", "C", "N", "C", "C", "H", "H", "C", "H", "F", "C", "C", "C", "H", "C", "H", "H", "O", "C", "H", "C", "H", "C", "C", "H", "C", "H", "N", "C", "H", "H", "F", "C", "C", "H", "C", "H", "C", "C", "C", "F", "C", "C", "C", "H", "C", "H", "H", "H", "H", "S", "C"],
  "xyz": [[1.7789, 4.0746, 3.7208], [2.8387, 3.2116, 0.6727], [-0.7342, 0.9653, -0.3552], [-4.1059, -2.0964, -4.6723], [3.0753, -2.7043, -3.8970], [-3.9773, -2.6687, -0.9329], [-2.0139, -4.1342, -0.2446], [2.1592, -2.1076, 1.4589], [-3.9151, -4.4304, -1.2538], [-1.8623, 4.4703, 3.2250], [-4.4074, 0.2678, -3.1009], [5.2367, -2.6789, 0.2693], [3.3918, -2.5227, -2.1724], [2.0407, 0.3154, 0.1880], [-2.2952, 0.7521, -1.2696], [1.0371, 2.2443, 4.5327], [0.2871, 0.3040, 5.0598], [5.5200, 0.0163, 0.7627], [1.2242, -0.5807, -1.9349], [-3.1477, 1.6937, -1.6208], [-3.7712, 0.7495, 0.9962], [1.4177, 2.6433, 2.1816], [0.5449, 0.5176, 2.9541], [2.2258, -0.2147, -1.0282], [-1.4847, -2.1142, -4.2246], [-5.0111, 2.7592, 3.7345], [0.8041, -2.9469, -4.3279], [3.1321, 0.2601, 1.0163], [-2.7782, 2.6684, 1.9937], [0.9120, 0.8503, 0.5794], [4.2538, -0.5582, 0.7797], [1.5873, -1.5611, -2.8994], [5.1308, -3.7404, 0.1011], [3.1538, -0.5625, -1.2229], [-0.7146, -1.6736, -3.6170], [-2.2024, -1.3309, -1.2279], [-3.9821, 4.5337, 4.9052], [-4.1988, 1.5219, -2.5083], [-3.5822, -0.7708, -2.7988], [6.6341, -0.7474, 0.4727], [-4.8578, 2.3470, -2.7139], [-3.8293, 1.7441, 1.9013], [3.1882, 0.9445, 1.7543], [0.1937, -0.4765, 2.7148], [-2.0879, -3.5060, -0.9683], [0.5617, -2.1208, -3.6766], [2.9490, -3.6439, 1.0792], [-2.8655, 3.6007, 3.0441], [-3.3887, -4.0245, -3.4575], [4.1042, -1.9372, 0.5790], [-3.9471, 3.6432, 3.9046], [1.1542, 3.4844, 0.2379], [2.7825, -2.6265, 0.7351], [-1.2434, 0.3641, -3.5305], [-3.4542, -3.2192, -2.8500], [-2.3658, -0.5317, -1.9585], [7.6111, -0.2905, 0.4646], [1.0589, 2.5992, 5.5507], [-5.9384, 0.9215, 2.5753], [-1.0656, -0.4686, -2.8235], [6.4865, -2.0938, 0.1872], [7.3463, -2.6877, -0.0775], [3.0062, -2.0139, -3.0605], [-5.2232, 0.1076, -3.7873], [-0.0296, -0.0484, -1.8189], [-4.9372, 1.8003, 2.7318], [0.9436, 1.3508, 1.9176], [-6.0850, 2.8274, 4.5339], [-3.7488, -2.0518, -3.5065], [1.4373, 3.0747, 3.4996], [-3.4237, -3.4672, -1.4463], [-3.0087, 2.6654, -1.1626], [1.8688, 3.5287, 1.0605], [5.6148, 1.0730, 0.9679], [2.2297, -2.6778, -0.2022], [1.9519, 4.5567, 1.4016], [3.6620, -1.1671, -3.2729], [-1.4448, 2.7826, 0.9163], [0.5927, 0.9620, 4.2616]],
  "forces_ev_per_a": [[0.013, 0.148, 0.003], [0.090, 0.025, -0.076], [0.620, 0.321, -0.071], [0.095, 0.193, 0.017], [0.096, -0.056, -0.027], [0.017, -0.171, -0.096], [-0.076, -0.002, 0.031], [-0.102, 0.023, 0.074], [0.028, 0.240, 0.006], [-0.268, -0.023, 0.097], [-0.070, -0.191, 0.014], [0.049, 0.073, -0.080], [0.083, -0.028, 0.022], [0.013, 0.112, 0.060], [-1.735, 0.302, -0.962], [-0.082, -0.004, 0.100], [-0.057, -0.036, 0.128], [-0.080, 0.042, -0.045], [-0.889, 0.351, -0.037], [0.604, 0.100, 0.589], [-0.208, 0.142, 0.180], [-0.041, -0.301, -0.075], [0.039, 0.127, -0.214], [0.388, -0.069, 0.018], [0.045, -0.164, -0.252], [0.218, 0.015, -0.121], [0.051, -0.114, -0.137], [0.063, 0.037, 0.113], [-0.677, -0.137, 0.363], [0.618, 0.100, 0.271], [0.265, -0.184, -0.125], [0.304, 0.008, -0.073], [-0.020, -0.135, -0.021], [-0.102, 0.084, 0.114], [-0.107, -0.006, -0.110], [0.006, 0.157, -0.049], [-0.041, -0.066, -0.138], [-0.336, -0.385, -0.410], [0.226, 0.567, 0.279], [0.028, 0.025, 0.046], [-0.051, 0.133, -0.039], [0.269, 0.298, 0.267], [-0.136, -0.047, 0.040], [-0.049, -0.085, -0.020], [0.202, -0.069, -0.058], [-0.265, 0.014, -0.046], [-0.055, -0.087, 0.046], [-0.070, -0.337, -0.225], [-0.116, 0.165, -0.009], [-0.004, 0.074, 0.144], [-0.162, -0.090, -0.011], [0.052, 0.082, -0.011], [0.015, -0.035, -0.002], [-0.021, 0.024, 0.030], [0.058, -0.290, 0.079], [0.019, -0.206, -0.352], [0.100, 0.058, -0.040], [0.027, 0.073, 0.129], [0.085, 0.073, 0.046], [0.159, -0.043, 0.330], [0.072, -0.014, 0.041], [0.113, -0.101, 0.013], [-0.195, 0.004, -0.024], [-0.121, -0.027, -0.103], [0.532, -0.272, 0.191], [0.017, 0.075, 0.151], [0.237, 0.029, 0.526], [0.178, -0.045, -0.087], [-0.384, -0.664, -0.277], [0.090, -0.119, 0.015], [-0.186, 0.102, 0.213], [0.110, -0.089, 0.135], [-0.099, -0.077, -0.026], [0.016, 0.112, -0.036], [-0.105, -0.006, -0.068], [0.029, 0.084, -0.028], [0.165, 0.022, -0.026], [0.428, 0.178, -0.343], [-0.024, -0.015, 0.028]]
}

---

Record 2
{
  "formula": "C35H30FN7O14SSr",
  "method": "ωB97M-V with the def2-TZVPD basis set",
  "spin_multiplicity": 1,
  "e_homo_ev": -3.5,
  "energy_ev": -90275.0243,
  "total_charge": -2,
  "relative_energy_ev": 1.6805,
  "e_lumo_ev": 2.413,
  "species": ["N", "C", "H", "H", "N", "H", "N", "C", "F", "O", "C", "O", "C", "C", "H", "C", "H", "N", "H", "Sr", "C", "H", "O", "C", "O", "C", "H", "N", "O", "O", "H", "C", "H", "H", "H", "O", "H", "N", "H", "C", "N", "C", "C", "C", "H", "C", "O", "S", "C", "C", "H", "H", "O", "C", "H", "C", "C", "H", "O", "H", "H", "C", "H", "C", "O", "H", "H", "H", "C", "H", "C", "C", "C", "O", "C", "H", "C", "C", "C", "H", "H", "O", "C", "C", "C", "H", "C", "C", "O"],
  "xyz": [[1.3797, 2.0716, 3.7901], [4.1069, -2.6240, 1.6310], [-2.9792, 2.3347, -1.6787], [-4.9434, -1.0641, -5.1026], [-0.0825, -1.3316, -1.0105], [-1.8741, 4.1741, -2.8647], [-5.2090, -1.4280, -4.2035], [-0.8170, 1.8483, 2.8067], [1.9698, -3.3613, 4.0577], [-5.0724, -2.0105, 0.2363], [-7.2278, -3.3200, -1.9001], [4.0817, -4.0256, -0.9846], [2.1660, -2.0757, -0.8730], [4.4667, -2.9793, 3.0590], [4.2001, 0.0833, 1.9248], [-2.2108, 4.3512, -4.9796], [-0.1301, -2.1504, 3.2509], [-2.7341, 1.7054, -2.4355], [0.2629, -4.4597, -2.2419], [-1.6597, 0.4673, -0.0397], [2.9927, -4.3618, -1.5361], [3.1881, -1.8557, -0.6421], [-3.7057, 4.0292, -8.4783], [5.4086, -0.8653, 3.4692], [2.7609, 0.2507, 0.4602], [-2.2340, 3.6845, -3.7637], [5.9443, 0.2629, 1.6650], [5.0891, -1.5976, 1.1286], [-1.2820, 4.2475, -8.2585], [-1.4407, -0.3590, 2.1432], [5.9994, -2.0493, 1.0448], [2.1238, 4.1195, 5.0492], [-6.3773, -2.9764, -0.2100], [4.0979, -3.4488, 0.9106], [2.6176, 5.0586, 4.8456], [-2.3389, 3.6398, 2.9164], [-3.3333, 0.8847, -2.4223], [4.3644, -1.7860, 3.9262], [5.4954, 0.0026, 4.1199], [-5.0893, -1.6728, -2.1042], [-4.5041, -1.0708, -3.1265], [0.7018, -1.4978, 3.4834], [-2.7288, 2.3857, -3.6790], [-0.6582, 0.4166, 2.7197], [4.7956, -1.2963, 0.1943], [2.4420, 2.9719, 4.1455], [2.6802, -5.4391, -2.0499], [-2.5931, 4.5858, -7.7170], [1.5893, 0.7068, 3.7652], [0.1910, 2.5720, 3.3476], [3.8095, -3.7696, 3.3955], [-1.4132, -2.6267, -1.8836], [-8.0900, -3.8523, -2.5674], [-6.2102, -2.4445, -2.5527], [0.0825, 3.6459, 3.4103], [-0.3765, -2.5018, -1.5886], [-6.2330, -2.2430, -3.9131], [1.1065, 4.2064, 5.4032], [-2.7428, 5.9956, -7.3759], [3.1626, 3.1424, 3.3523], [2.4579, 2.2783, 6.2379], [1.5760, 0.1745, 0.0539], [4.0008, 3.1128, 5.7279], [0.5378, -0.1159, 3.3677], [-3.5166, -0.6876, -0.6572], [-3.5173, 1.9664, -6.9583], [5.4877, -3.3608, 3.1436], [-6.9109, -2.6267, -4.6556], [1.8995, -2.0189, 3.8601], [-3.5716, 0.7603, -4.7708], [5.1673, -0.4044, 2.0359], [2.8503, 0.1458, 4.0245], [2.9420, 2.9685, 5.5608], [-7.1526, -3.4959, -0.5972], [-3.1833, 1.7681, -4.8398], [3.6804, 0.8185, 4.1646], [1.1885, -1.1333, -0.6416], [-1.9921, 2.6729, 2.2400], [-4.5194, -1.4441, -0.7205], [-1.8491, 5.3693, -5.0437], [6.3564, -1.4044, 3.5527], [-2.4188, 2.3073, 1.1056], [3.0619, -1.2236, 3.9771], [0.5510, -3.5173, -1.7967], [-3.1477, 2.4370, -6.0558], [3.1403, -2.1230, 1.6039], [1.8703, -3.3072, -1.4194], [-2.6624, 3.7332, -6.1372], [0.6880, 1.0499, 0.1686]],
  "forces_ev_per_a": [[0.009, -0.020, 0.061], [-0.001, -0.011, 0.109], [-0.196, 0.043, -0.056], [-0.010, 0.009, -0.001], [0.424, -0.431, -0.006], [0.002, 0.000, 0.000], [-0.010, -0.002, -0.045], [0.018, -0.041, 0.056], [-0.016, 0.014, 0.006], [-0.373, -0.323, -0.130], [0.091, 0.099, -0.303], [0.122, 0.065, -0.180], [0.066, 0.018, -0.063], [-0.096, -0.013, -0.036], [0.023, 0.092, -0.088], [0.004, 0.005, 0.004], [0.004, 0.002, 0.001], [0.099, 0.020, 0.216], [-0.004, 0.003, -0.003], [-0.035, 0.252, -1.505], [-0.237, -0.237, 0.496], [0.015, 0.032, 0.009], [0.003, -0.007, 0.003], [0.002, -0.001, 0.073], [0.052, -0.074, 0.118], [-0.031, 0.019, 0.006], [0.064, -0.057, 0.021], [0.029, -0.043, 0.084], [-0.011, -0.003, 0.005], [0.130, -0.191, 0.834], [-0.015, 0.011, -0.160], [0.009, 0.010, -0.002], [-0.059, 0.033, -0.081], [0.077, 0.026, -0.010], [-0.003, 0.001, 0.001], [0.001, -0.006, -0.015], [-0.092, 0.044, -0.095], [-0.035, -0.079, 0.047], [-0.042, -0.004, 0.008], [-0.104, -0.062, -0.045], [0.001, 0.033, 0.049], [-0.042, -0.005, 0.021], [0.115, -0.011, 0.005], [-0.169, 0.284, 0.344], [-0.130, 0.032, 0.052], [0.009, -0.006, -0.044], [0.094, 0.081, -0.181], [0.009, 0.005, -0.004], [-0.020, 0.011, -0.057], [0.021, 0.022, -0.118], [0.061, 0.006, 0.030], [0.005, -0.011, 0.005], [0.015, 0.004, 0.080], [0.105, 0.049, 0.103], [0.007, -0.003, 0.014], [0.016, -0.019, 0.026], [-0.037, -0.009, -0.009], [-0.001, -0.010, 0.003], [-0.001, -0.007, 0.000], [-0.008, 0.003, -0.004], [0.000, 0.005, 0.005], [0.153, 0.039, -0.082], [0.003, -0.002, -0.009], [0.057, -0.082, 0.008], [-0.879, -0.625, -0.270], [0.002, 0.000, -0.001], [0.020, 0.042, -0.039], [0.002, -0.008, 0.002], [0.002, -0.074, 0.010], [0.021, -0.027, 0.001], [-0.076, -0.055, -0.053], [-0.009, 0.028, 0.034], [-0.002, -0.010, 0.008], [0.399, 0.217, 0.394], [0.024, 0.012, -0.002], [0.010, -0.008, -0.013], [0.096, 0.109, -0.128], [0.077, 0.121, 0.115], [-0.044, -0.045, -0.027], [-0.001, 0.001, 0.000], [0.012, 0.040, 0.004], [-0.205, 0.631, 0.617], [-0.027, 0.104, -0.072], [-0.006, 0.010, 0.028], [0.010, -0.002, -0.005], [-0.022, -0.038, -0.097], [0.031, 0.059, -0.186], [-0.018, -0.007, 0.003], [0.445, -0.074, 0.105]]
}

---

Record 3
{
  "formula": "C35H30IrN2O5PS",
  "method": "ωB97M-V with the def2-TZVPD basis set",
  "spin_multiplicity": 1,
  "e_homo_ev": [-7.6, -7.6],
  "energy_ev": -72962.7958,
  "relative_energy_ev": 2.2519,
  "e_lumo_ev": [-1.110, -1.109],
  "species": ["H", "H", "H", "H", "H", "C", "C", "N", "O", "C", "C", "H", "H", "H", "H", "O", "C", "H", "C", "C", "C", "H", "C", "O", "H", "Ir", "C", "H", "H", "H", "C", "O", "H", "H", "H", "H", "H", "C", "C", "C", "H", "C", "C", "H", "C", "C", "H", "H", "C", "C", "N", "C", "H", "C", "C", "C", "C", "C", "P", "H", "C", "C", "C", "C", "H", "H", "S", "C", "H", "C", "O", "H", "C", "C", "C"],
  "xyz": [[-1.0622, 3.4317, 1.7685], [-1.0208, -7.0438, 1.9960], [-1.7150, -6.8906, -0.3913], [-2.0329, 1.4634, -1.9167], [1.1906, -2.2022, 2.4286], [1.9306, 3.4715, -2.0818], [1.9122, -1.4209, 2.6203], [-1.1286, -1.2916, 2.0150], [-3.1626, 4.2948, -5.8173], [2.2267, 2.2859, -2.7363], [1.6368, 1.0386, -0.7615], [1.3805, 2.7360, 6.0058], [-2.4304, -2.8985, -2.4000], [4.5288, 1.3320, 3.2897], [0.4705, 0.7942, 4.7476], [-1.1082, 1.0635, 1.1277], [2.0822, 1.0712, -2.0801], [-0.5074, -0.8181, -5.1970], [0.3386, 1.8040, 4.3820], [2.1813, -0.4677, 1.6386], [1.3323, 2.2349, -0.1090], [2.5678, 2.3018, -3.7636], [-0.5294, 3.2948, 2.7010], [-2.4817, 2.9759, -7.4460], [-0.9663, -2.6202, 3.5280], [-1.0131, -0.6917, -0.0635], [-1.5092, 1.0085, -5.7046], [2.3028, 0.1519, -2.6062], [-1.3833, 0.8941, -6.7732], [1.0503, 5.0280, 5.1416], [0.6518, 4.1808, 4.5974], [-2.2727, -4.8664, -1.6867], [-3.2001, 4.3074, -4.8546], [-0.7895, -4.9565, 3.3211], [-3.1935, -4.2012, -3.3368], [0.9724, 2.2216, 0.9103], [3.9792, -0.3100, 5.0572], [-1.0943, -4.9258, 2.2804], [-0.8020, 0.8477, 2.3659], [-1.8998, -4.7860, -0.3911], [3.2110, -1.4481, -1.0371], [3.7872, 0.5651, 3.1079], [2.5620, -1.3685, 3.8419], [1.2479, 4.3667, -0.2495], [-1.6132, -5.9969, 0.2123], [-1.2179, -6.0792, 1.5475], [2.2110, -2.7090, -0.2759], [3.3714, 1.2490, 1.1213], [2.1908, -1.7928, -0.8692], [-1.3497, -3.6829, 1.6802], [-0.8344, -0.3160, 2.9316], [0.8386, 2.8911, 5.0810], [-2.8946, 3.1370, -3.4533], [-1.0268, 0.0581, -4.8270], [-2.6078, 3.1430, -6.2651], [3.4889, -0.3661, 4.0930], [-2.9985, -3.8230, -2.3366], [3.1348, 0.5197, 1.8844], [1.2876, -0.5371, 0.0645], [2.0369, 4.4162, -2.5999], [-2.3590, 2.2899, -3.8711], [-0.0400, 4.3823, 3.4105], [-1.7731, -3.5870, 0.3468], [-0.3437, 2.0021, 3.1844], [2.3345, -2.1042, 4.6034], [-3.9450, -3.6335, -1.8265], [-0.5969, -1.0374, -2.3864], [-1.8850, 1.3395, -2.9826], [1.6845, -1.9928, -1.8102], [-1.2094, 0.2116, -3.4480], [-2.0964, -2.4203, -0.1679], [-0.1928, 5.3863, 3.0348], [-1.1514, -2.4966, 2.4627], [-2.1687, 2.1460, -5.2418], [1.4847, 3.4447, -0.7656]],
  "forces_ev_per_a": [[0.026, 0.012, 0.005], [0.013, 0.019, -0.023], [-0.024, 0.037, 0.007], [-0.006, 0.027, 0.001], [0.080, -0.014, 0.014], [-0.062, 0.006, 0.015], [0.197, 0.013, -0.027], [0.189, 0.660, -0.748], [-0.034, 0.015, 0.015], [0.024, -0.020, -0.015], [0.110, 0.075, 0.046], [-0.018, -0.015, -0.014], [-0.046, -0.138, -0.026], [-0.030, 0.012, 0.005], [0.042, 0.020, -0.019], [0.421, 0.473, -1.113], [0.052, -0.005, 0.018], [-0.027, 0.025, -0.022], [-0.044, -0.043, 0.024], [-0.439, -0.015, 0.288], [0.087, 0.011, -0.046], [-0.014, -0.003, 0.012], [-0.049, 0.039, 0.055], [0.007, -0.003, -0.028], [-0.038, 0.076, 0.017], [0.534, -2.472, 3.171], [0.080, -0.045, -0.036], [-0.021, 0.038, -0.013], [0.038, 0.001, 0.016], [-0.021, -0.018, 0.009], [0.013, -0.028, -0.037], [0.119, -0.039, -0.178], [0.034, -0.028, -0.037], [-0.017, 0.003, -0.038], [-0.054, -0.070, 0.001], [0.068, 0.045, -0.080], [0.012, -0.022, -0.034], [0.090, 0.129, 0.164], [-0.001, 0.083, 0.180], [-0.210, 0.005, -0.155], [0.011, 0.001, 0.062], [0.013, -0.068, 0.015], [0.005, -0.035, 0.007], [0.008, -0.005, 0.002], [0.070, -0.114, 0.175], [-0.023, -0.025, -0.155], [0.035, 0.006, -0.007], [-0.018, 0.013, 0.059], [-0.165, -0.345, 0.203], [0.073, -0.117, 0.157], [-0.227, -0.238, 0.436], [-0.014, 0.031, 0.005], [0.040, -0.002, 0.010], [-0.067, 0.053, 0.000], [-0.024, -0.046, 0.083], [0.008, 0.039, -0.042], [-0.094, 0.139, -0.089], [-0.002, -0.010, -0.046], [-0.841, 0.686, -1.342], [0.011, -0.012, 0.011], [0.020, 0.015, 0.066], [0.003, -0.044, -0.012], [-0.114, -0.115, 0.228], [-0.031, 0.124, -0.179], [0.009, 0.015, -0.020], [0.010, -0.016, 0.031], [-0.332, 0.576, 0.215], [0.015, -0.002, 0.002], [0.084, 0.028, -0.012], [-0.012, 0.133, 0.086], [0.724, 0.509, -1.369], [-0.002, -0.017, 0.005], [-0.247, -0.016, 0.117], [-0.016, 0.041, -0.043], [0.014, -0.028, -0.032]]
}